Entry 1:
# C18H22BrDyN3O7

A molecular structure, C18H22BrDyN3O7 at a distorted geometry (ωB97M-V/def2-TZVPD, the OMol25 dataset).

Summary:
Molecular weight (g mol⁻¹): 634.792
Total charge: +1
Multiplicity: 6
HOMO energy (spin up / spin down) (hartree): -0.4073 / -0.4075
Energy relative to the best compared isomer or geometry (same formula, charge and spin) (kcal per mole): 10.90
Electronic energy (eV): -131945.230
Maximum force (eV/A): 5.84

Cartesian coordinates (Å):
1 Dy -0.75551 -0.80536 -0.13586
2 C -2.63301 0.99862 1.92782
3 O -2.63908 0.11560 0.80990
4 C -3.96500 0.06809 0.22082
5 C -3.83164 -0.35744 -1.25135
6 O -2.79070 -1.35650 -1.31907
7 C -3.16712 -2.68601 -1.66854
8 C -2.39380 -3.64653 -0.76198
9 O -1.08103 -3.11210 -0.51897
10 C -0.08799 -4.13576 -0.54267
11 H -2.75395 2.05291 1.60335
12 H -1.64898 0.82610 2.40010
13 H -3.47239 0.67838 2.59461
14 H -4.41527 1.11440 0.31289
15 H -4.52828 -0.63731 0.84431
16 H -3.50676 0.47257 -1.88520
17 H -4.73897 -0.81764 -1.69803
18 H -2.92175 -2.90162 -2.71376
19 H -4.25573 -2.84502 -1.54135
20 H -2.28191 -4.60786 -1.25635
21 H -2.86340 -3.78647 0.22418
22 H 0.31565 -4.26253 -1.56073
23 H -0.55116 -5.05754 -0.19543
24 H 0.74255 -3.84609 0.11628
25 O 0.06616 -0.84369 1.85936
26 N 1.33094 -0.86760 2.12542
27 N 2.08351 -0.92029 1.02774
28 O 1.44329 -0.96519 -0.12752
29 C 3.42657 -0.88712 1.25598
30 C 3.87308 -0.72892 2.60463
31 C 5.20834 -0.52544 2.80594
32 C 6.09123 -0.52905 1.71909
33 C 5.70482 -0.83080 0.43442
34 C 4.33702 -1.05074 0.21128
35 H 3.11630 -0.62284 3.39604
36 H 5.60365 -0.40636 3.83279
37 H 7.13746 -0.35422 1.90769
38 H 6.41182 -0.92078 -0.41473
39 H 3.99576 -1.27964 -0.79305
40 Br 1.55131 6.45342 0.56254
41 C 0.66807 5.26913 -0.60633
42 C 0.21098 5.71933 -1.87419
43 N -0.35795 4.91921 -2.73455
44 C -0.48466 3.63561 -2.44966
45 C -0.12115 3.04875 -1.24866
46 C 0.49110 3.91071 -0.32231
47 C -0.48109 1.71332 -0.92294
48 O -1.04428 0.93794 -1.77636
49 O -0.13478 1.33299 0.25163
50 H 0.29417 6.76178 -2.15498
51 H -1.00893 3.07635 -3.22114
52 H 0.81250 3.48922 0.64691

Löwdin atomic charge list, values in e, 6 entries: 1.81 -0.05 -0.37 -0.11 -0.11 -0.28

Entry 2:
# C18H22BrO2S2Tc

A molecular structure, C18H22BrO2S2Tc at a distorted geometry (ωB97M-V/def2-TZVPD, the OMol25 dataset).

Summary:
Molecular weight (g mol⁻¹): 512.410
Total charge: +1
Multiplicity: 2
HOMO energy (spin up / spin down) (hartree): -0.3963 / -0.3980
Electronic energy (eV): -117022.878
Maximum force (eV/A): 2.25

Cartesian coordinates (Å):
1 Tc -0.00225 0.72928 -0.02584
2 C 2.20385 0.91098 4.14286
3 C 1.88445 0.90208 2.68356
4 S 0.18435 0.81018 2.31316
5 C 2.81595 0.93188 1.70006
6 C 4.29295 0.93908 1.92236
7 S 2.34445 0.94438 0.02086
8 H 1.27935 0.91428 4.71416
9 H 2.78835 1.79008 4.41156
10 H 2.77665 0.02428 4.41256
11 H 4.55375 0.94098 2.97566
12 H 4.73845 1.81208 1.44686
13 H 4.72795 0.05508 1.45666
14 C -0.53355 0.01168 -3.10924
15 O -0.01635 1.04338 -2.28734
16 C -0.49265 2.33528 -2.64414
17 C 0.14375 3.34838 -1.68904
18 O -0.19435 3.06918 -0.34294
19 C -1.27325 3.82328 0.18616
20 H -0.24355 0.17338 -4.15064
21 H -1.62715 -0.02732 -3.03904
22 H -0.10005 -0.92092 -2.74754
23 H -1.59115 2.35948 -2.56274
24 H -0.20575 2.55598 -3.68044
25 H -0.15885 4.36408 -1.95894
26 H 1.23435 3.26208 -1.75544
27 H -1.00035 4.88178 0.23886
28 H -1.44035 3.44738 1.19456
29 H -2.18645 3.70768 -0.40764
30 Br -2.57095 0.52008 -0.07424
31 C -2.59515 -1.40842 -0.14674
32 C -3.80245 -2.04762 -0.20434
33 C -3.82585 -3.44702 -0.23354
34 C -2.64895 -4.14562 -0.22804
35 C -1.40395 -3.48522 -0.20534
36 C -0.19885 -4.21372 -0.23324
37 C 1.00025 -3.55572 -0.23874
38 C 1.04355 -2.15942 -0.17094
39 C -0.09445 -1.37342 -0.10214
40 C -1.34685 -2.06012 -0.14914
41 H -4.72115 -1.48212 -0.22124
42 H -4.77485 -3.95842 -0.26094
43 H -2.65285 -5.22382 -0.24564
44 H -0.25175 -5.29072 -0.25434
45 H 1.92245 -4.11332 -0.27854
46 H 2.01915 -1.69472 -0.17174

natural (NBO) atomic charge list, values in e, 6 entries: 0.43 -0.66 -0.14 0.23 -0.12 -0.67

Entry 3:
# C18H22CdN7S2

A molecular structure, C18H22CdN7S2 (ωB97M-V/def2-TZVPD, the OMol25 dataset).

Summary:
Molecular weight (g mol⁻¹): 512.969
Total charge: +1
HOMO energy (hartree): -0.3663
Energy relative to the best compared isomer or geometry (same formula, charge and spin) (kcal per mole): 0.00
Electronic energy (eV): -55683.479
Maximum force (eV/A): 0.99

Cartesian coordinates (Å):
1 Cd -1.26452 -0.42067 1.66148
2 S -2.01138 1.15553 -0.04200
3 C -0.43496 1.07666 -0.86482
4 N -0.25771 1.62009 -2.04946
5 N -1.26218 2.17169 -2.62769
6 C -1.18685 2.74564 -3.90292
7 C -2.35671 3.25978 -4.45623
8 C -2.32998 3.82810 -5.71677
9 C -1.14156 3.88417 -6.43137
10 C 0.02157 3.36644 -5.87633
11 C 0.00861 2.79767 -4.61517
12 N 0.70242 0.51463 -0.40461
13 N 0.71013 -0.11727 0.68632
14 C 1.95413 -0.62359 1.10317
15 C 3.16917 -0.14855 0.60495
16 C 4.35613 -0.67321 1.08438
17 C 4.34834 -1.67381 2.04785
18 C 3.14058 -2.15549 2.53476
19 C 1.94863 -1.62864 2.07094
20 H -2.16123 2.17531 -2.14931
21 H -3.28424 3.20438 -3.89680
22 H -3.24143 4.22514 -6.14247
23 H -1.12321 4.33332 -7.41488
24 H 0.94618 3.40752 -6.43623
25 H 0.90895 2.39402 -4.17346
26 H 3.16146 0.63619 -0.13820
27 H 5.30005 -0.29686 0.71280
28 H 5.27929 -2.06571 2.43512
29 H 3.13224 -2.94141 3.27882
30 H 0.99936 -1.99259 2.45463
31 C -2.86129 -0.02126 7.07684
32 C -1.39745 0.01349 6.60691
33 C -1.30737 -0.16626 5.17308
34 N -1.27034 -0.31003 4.03821
35 H -2.90631 0.22499 8.13502
36 H -3.28871 -1.01163 6.93298
37 H -3.46199 0.70172 6.52830
38 H -0.81632 -0.77413 7.08839
39 H -0.93109 0.96743 6.85788
40 C 1.29064 -3.36999 -1.50634
41 N 0.31140 -3.36001 -0.43253
42 C -0.84463 -2.71492 -0.45309
43 N -1.16153 -1.97147 -1.50678
44 S -1.91113 -2.83504 0.88541
45 H 2.18109 -3.88296 -1.15680
46 H 1.57430 -2.35207 -1.78185
47 H 0.90626 -3.89359 -2.38433
48 H 0.47156 -3.92668 0.38255
49 H -0.55933 -1.88052 -2.30944
50 H -2.04902 -1.49558 -1.51092

natural (NBO) atomic charge list, values in e, 6 entries: 1.52 -0.58 0.07 -0.13 -0.33 0.20